Record 1
Density functional theory data (ωB97M-V/def2-TZVPD) for C20H25N5O7PSY as an isolated structure.

XYZ file:
```
60
Properties=species:S:1:pos:R:3:lowdin_charge:R:1
Y -0.5250 0.0566 -0.3029 1.33
O 0.7575 4.1272 -1.1998 0.08
C 0.2289 3.1339 -0.7488 -0.59
O 0.3416 1.9112 -1.1536 -0.20
C -0.6775 3.2587 0.4740 -0.17
C -1.0130 4.4438 1.1048 0.02
C -1.8103 4.3762 2.2415 -0.02
C -2.2306 3.1430 2.7281 0.02
C -1.8442 2.0095 2.0362 -0.17
N -1.1059 2.0895 0.9346 0.05
C -2.1587 0.5791 2.4496 -0.60
O -2.7851 0.3677 3.4686 0.08
O -1.6922 -0.2954 1.6176 -0.23
H -0.6444 5.3767 0.7029 0.12
H -2.0953 5.2850 2.7561 0.11
H -2.8327 3.0398 3.6195 0.12
C -0.7041 -5.4020 -3.0979 -0.09
C 0.0168 -4.3848 -3.9710 -0.24
N -0.5087 -3.0349 -3.8399 -0.02
C -0.2073 -2.1978 -2.8299 -0.83
S -0.8586 -0.5909 -2.9554 0.57
N 0.5973 -2.6968 -1.9030 0.00
N 0.9310 -1.8344 -0.9087 -0.06
C 1.9082 -2.1824 -0.1430 -0.28
C 2.6827 -3.4524 -0.2976 -0.03
C 2.2661 -1.2430 0.9412 -0.21
C 3.3921 -1.4395 1.7323 0.00
C 3.6940 -0.5192 2.7221 -0.04
C 2.8685 0.5760 2.9043 -0.04
C 1.7646 0.7024 2.0797 -0.09
N 1.4675 -0.1777 1.1263 0.04
H -0.2415 -6.3843 -3.2079 0.07
H -1.7546 -5.4857 -3.3781 0.07
H -0.6593 -5.1044 -2.0520 0.05
H -0.0712 -4.6567 -5.0236 0.11
H 1.0788 -4.3620 -3.7236 0.10
H -1.0916 -2.6555 -4.5645 0.11
H 2.1998 -4.0863 -1.0334 0.06
H 2.7464 -3.9810 0.6555 0.09
H 3.7021 -3.2443 -0.6321 0.09
H 4.0270 -2.2972 1.5696 0.11
H 4.5691 -0.6581 3.3431 0.12
H 3.0648 1.3185 3.6636 0.11
H 1.0875 1.5407 2.1854 0.11
C -3.6557 -2.9616 -2.6145 -0.13
O -2.8201 -3.3574 -1.5241 -0.33
P -2.5749 -2.3672 -0.2757 0.75
O -4.1234 -2.0564 0.0462 -0.31
C -4.5365 -1.3329 1.2109 -0.10
O -2.2498 -3.4665 0.8603 -0.29
C -0.9332 -3.5655 1.3994 -0.12
H -3.5498 -3.7272 -3.3799 0.08
H -3.3406 -1.9973 -3.0180 0.04
H -4.6943 -2.9095 -2.2915 0.08
H -5.5824 -1.5817 1.3735 0.09
H -4.4443 -0.2592 1.0442 0.08
H -3.9480 -1.6086 2.0832 0.08
H -0.9923 -4.2506 2.2417 0.09
H -0.5872 -2.5939 1.7601 0.06
H -0.2398 -3.9644 0.6557 0.07
```

Output
Strongest force on any atom ... 0.002 Eh/bohr
Frontier orbital gap ... 7.36 eV
Charge ... 0
Highest occupied orbital energy ... -8.127 eV

---

Record 2
Density functional theory data (ωB97M-V/def2-TZVPD) for an isolated ion of composition C2H8N4O and charge +2 in a non-equilibrium geometry.

XYZ file:
```
15
Properties=species:S:1:pos:R:3:lowdin_charge:R:1
C -0.9490 -1.0258 -0.2195 0.02
C -2.8850 0.4896 0.1084 0.20
N -1.8774 -0.1829 -0.1427 0.12
N 0.3835 -0.6767 0.1142 -0.08
N 0.9284 0.4790 0.5588 0.03
N 1.8351 1.1399 -0.4698 0.26
O 1.3993 -1.9919 0.1147 0.04
H -1.0316 -1.8657 -0.9210 0.19
H -3.2435 1.2953 -0.4780 0.12
H -3.3805 0.4613 1.1606 0.18
H 1.3472 0.4202 1.5547 0.22
H 2.3279 0.4780 -1.1368 0.21
H 2.5629 1.7776 -0.1428 0.19
H 1.2243 1.7607 -0.9977 0.18
H 1.3582 -2.5587 0.8970 0.10
```

Output
Strongest force on any atom ... 0.081 Eh/bohr
Frontier orbital gap ... 10.45 eV
Charge ... +2
Highest occupied orbital energy ... -19.470 eV
SMILES string ... C=N/C=[N+](/O)N[NH3+]

---

Record 3
Density functional theory data (ωB97M-V/def2-TZVPD) for a 2-piece molecular cluster, C3H9BrSSi overall in a non-equilibrium geometry.

XYZ file:
```
15
Properties=species:S:1:pos:R:3:lowdin_charge:R:1
C -1.0470 -0.2377 -1.5805 -0.23
C -0.1548 1.8709 0.5856 -0.21
C 1.2004 -0.8911 0.3809 -0.21
Si -0.5138 0.1031 0.2621 0.13
S -1.7517 -0.8736 1.6942 0.46
Br -4.5393 -0.2633 -0.6343 -0.10
H -0.4768 0.4960 -2.1941 0.04
H -0.9824 -1.2948 -1.8760 0.03
H -2.1539 -0.0206 -1.6879 -0.07
H 0.2535 1.9069 1.6217 0.05
H 0.6227 2.1952 -0.0468 0.03
H -1.0148 2.4506 0.5670 0.01
H 1.7168 -0.8689 -0.5839 0.02
H 1.9018 -0.4441 1.1760 0.05
H 1.1496 -1.9254 0.5560 -0.01
```

Output
Strongest force on any atom ... 0.061 Eh/bohr
Frontier orbital gap (alpha / beta) ... 4.83 / 4.71 eV
Charge ... 0
Highest occupied orbital energy (alpha / beta) ... -9.298 / -9.181 eV

---

Record 4
Density functional theory data (ωB97M-V/def2-TZVPD) for C11H6Cl5N4O4RuS as an isolated structure in a non-equilibrium geometry.

XYZ file:
```
32
Properties=species:S:1:pos:R:3:lowdin_charge:R:1
Ru -0.1010 -0.7487 -0.9612 0.71
O 2.6237 -3.6411 -2.4803 0.30
C 1.9607 -2.9004 -1.8919 -0.37
O 1.2504 -2.5324 -0.9951 0.05
C 2.1903 -0.7071 -2.9458 -0.34
O 3.0448 -0.7314 -3.7273 0.30
O 1.2969 -0.1312 -2.3534 0.03
C 2.3478 -0.3157 3.5731 0.02
C 1.0590 -0.9327 3.1808 -0.30
N 0.2360 -1.5633 3.9520 0.16
N -0.8003 -1.9367 3.1346 0.06
C -0.6403 -1.5517 1.8766 -0.69
S -1.6112 -1.7074 0.4933 0.72
N 0.5466 -0.9209 1.8897 -0.06
N 1.0767 -0.3449 0.7207 0.02
H 2.4884 -0.4581 4.6407 0.10
H 2.3509 0.7542 3.3591 0.09
H 3.1822 -0.7813 3.0461 0.09
H -1.5799 -2.4476 3.5177 0.17
H 1.1809 0.6646 0.8628 0.06
H 1.9891 -0.7627 0.5465 0.13
Cl -2.0651 -0.9527 -2.7033 0.71
C -2.1352 0.6923 -2.0888 -0.67
C -1.1405 0.9506 -1.1615 -0.36
C -1.0244 2.2834 -0.7722 -0.66
Cl 0.2482 2.8462 0.2796 0.69
C -1.9220 3.2539 -1.2284 -0.71
Cl -1.7749 4.8794 -0.7070 0.71
C -2.9436 2.9127 -2.1148 -0.71
Cl -4.0552 4.0932 -2.6561 0.73
C -3.0457 1.6051 -2.5763 -0.71
Cl -4.2334 1.1324 -3.7101 0.74
```

Output
Strongest force on any atom ... 0.093 Eh/bohr
Frontier orbital gap (alpha / beta) ... 5.55 / 5.55 eV
Charge ... +1
Highest occupied orbital energy (alpha / beta) ... -11.031 / -11.032 eV

---

Record 5
Density functional theory data (ωB97M-V/def2-TZVPD) for a 10-piece molecular cluster, C5H31NO10 overall in a non-equilibrium geometry.

XYZ file:
```
47
Properties=species:S:1:pos:R:3:lowdin_charge:R:1
C -0.0905 -2.2917 -0.3202 -0.22
O -0.4146 -2.5263 1.0268 -0.07
C 0.6999 -0.9755 -0.3950 -0.32
C 2.2350 -1.2248 -0.1876 -0.36
C 2.7745 -2.0306 -1.3979 -0.10
C 2.9482 0.1362 -0.1919 -0.08
N 0.1907 0.1314 0.4915 0.04
H -1.0850 -2.1964 -0.8759 0.12
H 0.3734 -3.1084 -0.8824 0.12
H -0.8090 -3.4157 1.1682 0.13
H 0.7759 -0.5113 -1.3753 0.11
H 2.5430 -1.8298 0.6782 0.13
H 2.2417 -2.0851 -2.3570 0.07
H 2.9249 -3.1330 -1.2234 0.08
H 3.8479 -1.7566 -1.5848 0.09
H 2.5181 0.8760 0.5191 0.07
H 3.0670 0.5260 -1.1972 0.07
H 3.9668 0.2151 0.2210 0.09
H -0.6637 -0.2869 0.9382 0.09
H 0.8314 0.3107 1.3065 0.09
H -0.7632 -1.8844 -3.8127 0.05
H -2.1661 -1.5295 -3.4862 0.06
O -1.3216 -1.0986 -3.7447 -0.07
H -0.8793 3.1196 3.4090 0.00
H 0.0138 3.2739 2.1352 -0.02
O 0.0142 3.2788 3.1030 -0.07
H -0.8554 2.3851 -0.2368 0.03
H 0.4728 2.1172 0.2727 0.01
O -0.2234 2.7901 0.3700 -0.07
H 1.0977 2.6025 -1.8225 0.02
H 1.5008 1.7908 -3.1162 0.03
O 1.7742 2.4953 -2.5214 -0.05
H -1.4007 0.6780 2.9608 0.03
H -1.3106 0.5569 4.4265 0.08
O -1.7620 1.0972 3.7514 -0.05
H -4.1247 -0.4837 -1.5712 0.03
H -2.7046 -0.4760 -1.2957 -0.01
O -3.5256 -0.8675 -0.9196 -0.08
H -2.1238 0.9330 -3.4146 0.05
H -0.9692 1.1829 -2.3411 0.02
O -1.8982 0.9994 -2.4814 -0.06
H -2.9788 2.0048 2.7638 -0.02
H -3.3077 2.5028 1.4632 0.04
O -3.7178 1.9166 2.1335 -0.08
H 1.3639 -1.7946 2.8864 0.03
H 0.0242 -1.1522 3.1674 0.00
O 0.8952 -1.2617 3.5604 -0.06
```

Output
Strongest force on any atom ... 0.061 Eh/bohr
Frontier orbital gap ... 10.06 eV
Charge ... 0
Highest occupied orbital energy ... -10.273 eV
SMILES string ... CC(C)[C@H](N)CO.O.O.O.O.O.O.O.O.O

---

Record 6
Density functional theory data (ωB97M-V/def2-TZVPD) for C39H44CrN7PSSb as an isolated structure.

XYZ file:
```
94
Properties=species:S:1:pos:R:3:lowdin_spin:R:1
Cr -1.0485 -0.7332 0.0928 1.03
C -4.0972 0.9367 2.0207 0.00
C -3.1770 1.1725 3.1949 0.00
C -3.7428 1.2745 4.4642 0.00
C -2.9764 1.5558 5.5832 0.00
C -1.6098 1.7427 5.4504 0.00
C -1.0221 1.6418 4.2013 0.00
C -1.7865 1.3523 3.0669 0.00
P -0.9866 1.2546 1.4197 -0.01
C 0.7475 1.7443 1.7405 0.00
C 1.4433 0.6515 2.4665 0.00
C 2.8253 0.8650 2.9733 0.00
C 3.4263 2.1595 2.6718 0.00
C 2.7949 3.0401 1.8861 0.00
C 1.4441 2.8536 1.3770 0.00
C 0.9272 3.9885 0.5381 0.00
C -1.9051 2.4597 0.4460 0.00
C -2.2396 3.7335 0.9055 0.00
C -2.9709 4.5778 0.0945 0.00
C -3.3678 4.1438 -1.1682 0.00
C -3.0805 2.8582 -1.5932 0.00
C -2.3686 1.9768 -0.7773 0.00
C -2.2036 0.5192 -1.1389 -0.03
H -4.9308 0.2917 2.3055 0.00
H -3.5893 0.4944 1.1652 0.00
H -4.5294 1.8839 1.6908 0.00
H -4.8130 1.1388 4.5691 0.00
H -3.4487 1.6462 6.5523 0.00
H -1.0011 1.9730 6.3146 0.00
H 0.0396 1.8215 4.1075 0.00
H 0.8050 0.0025 3.0561 0.00
H 3.1302 0.3731 3.8871 0.00
H 4.3945 2.3813 3.1007 0.00
H 3.2728 3.9832 1.6522 0.00
H 1.7621 4.5186 0.0819 0.00
H 0.3949 4.7112 1.1594 0.00
H 0.2552 3.6554 -0.2469 0.00
H -1.9236 4.0509 1.8928 0.00
H -3.2365 5.5677 0.4410 0.00
H -3.9345 4.8041 -1.8116 0.00
H -3.4345 2.5191 -2.5602 0.00
H -1.8182 0.4479 -2.1636 0.00
H -3.2224 0.1050 -1.2074 0.00
C -2.1228 -3.8043 4.3727 0.00
C -1.1750 -3.2356 3.3895 0.00
N 0.0943 -3.4755 3.3009 0.01
N 0.5253 -2.7199 2.2510 0.01
C -0.4274 -2.0192 1.6559 0.00
S 2.7271 -0.3257 1.5684 0.00
N -1.5106 -2.3404 2.3880 0.01
N -2.7103 -1.7195 2.0484 0.00
H -1.5847 -4.4605 5.0503 0.00
H -2.9005 -4.3819 3.8696 0.00
H -2.6023 -3.0111 4.9487 0.00
H 1.5153 -2.6762 2.0449 0.00
H -2.9625 -1.0402 2.7642 0.00
H -3.4567 -2.4051 1.9832 0.00
C -1.8134 -3.3195 -3.3699 0.00
Sb -2.0892 -2.8507 -1.3037 0.00
C -1.7688 -4.8155 -0.4935 0.00
C -4.2320 -2.7870 -1.1851 0.00
H -2.4573 -4.1639 -3.6080 0.00
H -0.7743 -3.5860 -3.5522 0.00
H -2.0840 -2.4681 -3.9907 0.00
H -2.7167 -5.3499 -0.4778 0.00
H -1.3608 -4.7707 0.5161 0.00
H -1.0700 -5.3617 -1.1250 0.00
H -4.6121 -3.7739 -0.9294 0.00
H -4.6464 -2.4864 -2.1457 0.00
H -4.5360 -2.0627 -0.4310 0.00
N 4.4566 0.8314 -4.2068 0.00
C 5.4862 0.4130 -5.0057 0.00
C 6.3473 1.0826 -5.8715 0.00
C 7.2630 0.3076 -6.5464 0.00
C 7.3367 -1.0895 -6.3689 0.00
C 6.4919 -1.7526 -5.5144 0.00
C 5.5421 -0.9892 -4.8218 0.00
N 4.5770 -1.3801 -3.9428 0.00
C 3.9457 -0.2835 -3.5871 0.00
C 2.8268 -0.3059 -2.6798 0.00
C 2.0903 0.8190 -2.2880 0.00
C 1.0104 0.6694 -1.4532 0.00
N 0.5934 -0.5212 -0.9865 0.00
C 1.3297 -1.6050 -1.3285 0.00
C 2.4231 -1.5431 -2.1441 0.00
H 4.1547 1.7829 -4.0930 0.00
H 6.3029 2.1545 -6.0129 0.00
H 7.9495 0.7819 -7.2345 0.00
H 8.0816 -1.6439 -6.9232 0.00
H 6.5465 -2.8225 -5.3677 0.00
H 2.3541 1.8141 -2.6192 0.00
H 0.4339 1.5322 -1.1453 0.00
H 1.0200 -2.5525 -0.9034 0.00
H 2.9907 -2.4272 -2.3974 0.00
```

Output
Strongest force on any atom ... 0.014 Eh/bohr
Frontier orbital gap (alpha / beta) ... 5.90 / 6.31 eV
Charge ... +2
2S+1 ... 2
Highest occupied orbital energy (alpha / beta) ... -12.429 / -12.430 eV
⟨S²⟩ ... 0.768